Formula: C24H64Cl2N4O8
Source: OMol25
Level of theory: wB97M-V/def2-TZVPD

Positions of all 102 atoms, in Å:
C 15.9394 11.1017 11.7360
O 16.1265 11.9064 10.5850
C 15.4056 11.5443 9.4474
C 15.0578 12.8183 8.7041
N 14.2983 13.7181 9.6297
H 13.3113 13.4253 9.7008
H 14.7338 13.6500 10.5768
C 14.3538 15.1883 9.3877
C 15.6857 15.7554 9.6817
O 16.2307 15.1396 10.7987
C 17.4346 15.6431 11.3116
H 16.4381 11.5424 12.5986
H 16.2615 10.0895 11.5025
H 14.8798 11.0393 11.9924
H 14.5035 10.9865 9.7043
H 15.9598 10.8163 8.8597
H 14.5101 12.6721 7.7768
H 15.9528 13.3656 8.3952
H 13.5357 15.6013 9.9721
H 14.0527 15.4269 8.3702
H 15.6006 16.8058 9.9718
H 16.3860 15.5784 8.8642
H 18.2065 15.5921 10.5320
H 17.7015 15.1697 12.2580
H 17.3899 16.7174 11.5027
C 16.8039 17.8338 14.5727
O 16.0094 16.8799 13.8961
C 14.8193 17.4024 13.3030
C 13.6358 17.6260 14.2310
N 13.2581 16.2750 14.7058
H 12.9579 15.7375 13.8904
H 14.1464 15.8208 14.9666
C 12.3615 16.2427 15.8358
C 12.4046 14.8803 16.4994
O 13.7454 14.5717 16.7945
C 13.9438 13.3311 17.4382
H 16.3496 18.2213 15.4907
H 17.0343 18.6556 13.8910
H 17.7366 17.3493 14.8459
H 14.5641 16.7055 12.5185
H 15.0724 18.3003 12.7362
H 12.8006 18.0684 13.6843
H 13.8971 18.1285 15.1699
H 11.3692 16.5584 15.5072
H 12.7652 16.8742 16.6363
H 11.8519 14.1826 15.8600
H 11.7608 15.0317 17.3707
H 14.9311 13.3784 17.8987
H 14.0156 12.5271 16.7110
H 13.1815 13.1084 18.1834
C 12.3508 19.3366 18.6924
O 12.9112 20.5170 19.2546
C 13.6860 21.2461 18.3636
C 13.9385 22.6306 18.8826
N 12.6925 23.3372 19.2150
H 12.0814 23.1366 18.4145
H 12.2667 22.8902 20.0437
C 12.6884 24.7440 19.6098
C 13.3092 25.0042 20.9319
O 13.1860 23.8890 21.8139
C 11.9625 23.8193 22.5121
H 11.5811 19.4730 17.9400
H 11.8541 18.7645 19.4644
H 13.1139 18.6872 18.2451
H 13.2203 21.2903 17.3796
H 14.6587 20.7567 18.2599
H 14.4499 23.1962 18.0998
H 14.5042 22.6419 19.8127
H 11.6364 25.0450 19.6248
H 13.0899 25.3334 18.7928
H 12.9335 25.9449 21.3359
H 14.3744 25.2308 20.8060
H 11.7608 24.6280 23.2218
H 11.9966 22.8595 23.0115
H 11.0589 23.8832 21.8928
C 8.8396 9.5779 18.0218
O 9.6795 10.7239 17.7398
C 9.1810 11.9240 18.2912
C 8.5216 12.7334 17.1869
N 7.8875 14.0039 17.6732
H 7.5817 13.8970 18.6494
H 8.5888 14.7525 17.7246
C 6.7102 14.4929 16.9024
C 7.0755 15.2310 15.6559
O 7.7796 14.3627 14.8457
C 8.4019 15.0041 13.7192
H 8.8866 9.3006 19.0715
H 9.2680 8.6938 17.5479
H 7.8648 9.7636 17.5770
H 10.1290 12.3482 18.6652
H 8.5333 11.6766 19.1277
H 7.8089 12.1511 16.6199
H 9.2475 13.0783 16.4529
H 6.2041 15.1725 17.5877
H 6.0564 13.6793 16.6097
H 7.6450 16.1116 15.9690
H 6.1210 15.5955 15.2559
H 9.1576 14.3140 13.3186
H 8.8559 15.9464 14.0415
H 7.6595 15.2170 12.9449
Cl 9.8252 18.5157 14.0175
Cl 12.2103 14.7203 12.1916

Cartesian forces (eV/Å) of the 3 atoms listed first:
-0.6 -0.4 -0.3
0.3 0.9 0.5
-0.3 -0.6 0.1

relative energy (zero: lowest compared OMol25 entry of this formula, charge and spin) = 40.6 kcal/mol
DFT total energy = -73292.67119 eV
gap between HOMO and LUMO = 6.4 eV
charge = +2
F_max = 0.047 Eh/bohr